Record 1
A cluster of 7 separate species, C33H56BIO16P in total. Source: the Open Molecules 2025 dataset; level of theory: ωB97M-V with the def2-TZVPD basis set.

Structure (ORCA input):
```
! wB97M-V def2-TZVPD RIJCOSX def2/J DEFGRID3
* xyz -1 1
C 0.12 3.38 1.49
C 0.51 3.50 0.02
O -0.49 4.20 -0.76
P -1.82 3.50 -1.29
O -3.03 4.20 -0.81
C -1.87 1.74 -0.88
C -1.43 0.73 -1.95
C -0.86 -0.56 -1.33
B 0.71 -0.48 -0.96
I 1.93 -0.25 -2.90
C 1.24 -1.85 -0.19
C 2.46 -1.52 0.54
O 2.51 -1.01 1.65
O -1.73 3.66 -2.87
C -0.49 3.53 -3.60
C -0.36 4.69 -4.55
H -0.77 3.97 1.69
H -0.05 2.34 1.77
H 0.92 3.75 2.12
H 0.74 2.54 -0.42
H 1.41 4.11 -0.07
H -2.93 1.60 -0.67
H -1.33 1.53 0.04
H -0.68 1.14 -2.62
H -2.30 0.47 -2.56
H -1.08 -1.41 -1.98
H -1.40 -0.76 -0.39
H 0.94 0.49 -0.27
H 0.48 -2.26 0.47
H 1.48 -2.58 -0.97
H 3.41 -1.74 0.02
H 0.37 3.45 -2.94
H -0.52 2.60 -4.16
H -0.56 5.63 -4.04
H -1.08 4.58 -5.36
H 0.63 4.71 -5.00
O 0.48 -5.22 -0.37
C 1.59 -5.55 -0.09
O 2.68 -5.10 -0.74
C 3.86 -5.76 -0.26
C 3.50 -6.26 1.13
C 2.01 -6.54 0.98
H 4.10 -6.57 -0.95
H 4.68 -5.04 -0.27
H 4.09 -7.13 1.43
H 3.66 -5.47 1.86
H 1.81 -7.55 0.61
H 1.45 -6.38 1.90
O 8.38 -0.11 4.25
C 7.29 -0.60 4.24
O 7.01 -1.75 4.90
C 5.65 -2.16 4.63
C 4.93 -0.90 4.21
C 6.04 -0.11 3.52
H 5.68 -2.92 3.84
H 5.25 -2.62 5.53
H 4.06 -1.09 3.57
H 4.58 -0.36 5.09
H 6.13 -0.36 2.47
H 5.95 0.97 3.63
O -4.39 0.93 4.31
C -4.70 1.83 3.58
O -5.40 2.91 4.04
C -5.73 3.78 2.96
C -4.73 3.47 1.85
C -4.47 1.98 2.09
H -6.76 3.57 2.65
H -5.68 4.81 3.31
H -5.09 3.71 0.85
H -3.81 4.04 2.00
H -5.18 1.36 1.56
H -3.46 1.67 1.83
O 2.31 4.52 -7.39
C 1.80 5.54 -7.74
O 1.14 6.36 -6.89
C 0.54 7.45 -7.60
C 1.33 7.57 -8.90
C 1.73 6.12 -9.15
H -0.51 7.21 -7.77
H 0.60 8.34 -6.97
H 0.76 8.03 -9.70
H 2.22 8.18 -8.73
H 0.97 5.57 -9.70
H 2.69 6.01 -9.64
O 4.27 -5.05 4.60
C 3.92 -6.17 4.83
O 2.66 -6.60 4.63
C 2.51 -7.96 5.08
C 3.92 -8.54 5.09
C 4.76 -7.30 5.40
H 2.07 -7.94 6.08
H 1.83 -8.47 4.41
H 4.04 -9.36 5.79
H 4.17 -8.91 4.09
H 4.87 -7.14 6.47
H 5.74 -7.31 4.94
O -5.91 0.68 -0.29
C -7.02 0.24 -0.25
O -7.36 -0.80 0.55
C -8.72 -1.18 0.32
C -9.39 0.05 -0.29
C -8.23 0.68 -1.05
H -8.73 -2.03 -0.36
H -9.15 -1.49 1.27
H -10.25 -0.20 -0.90
H -9.72 0.72 0.51
H -8.13 0.28 -2.06
H -8.27 1.77 -1.10
*
```

Results
**Calculated total energy**: -85961.74938 eV
**F_max**: 1.130 eV/Å
**Orbital gap**: 6.83 eV



Record 2
A structure of composition C33H56BeBr3ClCsF9N5NaO11PS2. Source: the Open Molecules 2025 dataset; level of theory: ωB97M-V with the def2-TZVPD basis set.

Structure (ORCA input):
```
! wB97M-V def2-TZVPD RIJCOSX def2/J DEFGRID3
* xyz 1 1
C -3.65 -0.15 0.53
C -2.99 -1.44 0.07
C -2.00 -1.11 -1.04
C -0.51 -0.89 -0.66
C 0.06 0.23 -1.56
F -0.37 1.46 -1.09
C -0.47 0.06 -3.00
C 0.68 0.18 -4.13
N -0.47 -0.47 0.75
C 0.52 -1.09 1.49
O 0.61 -1.15 2.69
C 1.43 -1.78 0.45
C 2.32 -2.86 1.11
C 3.57 -2.20 1.67
O 4.15 -3.02 2.66
C 5.40 -2.59 3.11
C 5.36 -1.60 4.27
F 4.61 -0.50 4.03
F 6.63 -1.17 4.45
C 4.91 -2.18 5.65
F 4.63 -1.11 6.45
F 5.93 -2.83 6.23
C 3.63 -3.03 5.67
F 3.89 -4.25 5.15
F 2.67 -2.42 4.96
C 3.11 -3.23 7.14
F 2.13 -2.36 7.41
F 2.61 -4.48 7.24
C 0.34 -2.21 -0.53
C -0.46 -3.39 0.03
C 0.06 -4.73 -0.44
O 0.99 -5.33 -0.01
O -0.73 -5.31 -1.45
C -0.30 -6.57 -1.78
C -0.91 -7.82 -1.11
O 0.54 -6.71 -2.63
N 0.74 -2.62 -1.93
C 1.92 -2.59 -2.24
S 3.41 -2.85 -2.63
H -4.76 -0.30 0.74
H -3.67 0.61 -0.34
H -3.14 0.33 1.37
H -2.59 -2.04 0.89
H -3.78 -2.05 -0.37
H -2.02 -1.86 -1.84
H -2.33 -0.18 -1.51
H 1.14 0.28 -1.58
H -0.99 -0.90 -3.13
H -1.15 0.90 -3.21
H 0.41 0.87 -4.92
H 1.62 0.55 -3.72
H 0.94 -0.79 -4.60
H -0.77 0.46 0.99
H 2.10 -0.98 0.13
H 2.64 -3.58 0.36
H 1.81 -3.42 1.89
H 4.26 -2.03 0.83
H 3.28 -1.22 2.03
H 6.01 -3.45 3.40
H 5.93 -2.10 2.29
H 3.94 -3.14 7.84
H -0.40 -3.44 1.12
H -1.51 -3.36 -0.25
H -0.40 -8.69 -1.55
H -0.81 -7.80 -0.03
H -1.99 -7.94 -1.33
O 1.83 5.40 -2.48
P 1.21 5.90 -1.20
N -0.31 6.45 -1.74
C -1.09 7.50 -1.13
C -1.17 5.37 -2.23
N 2.31 7.21 -0.85
C 2.04 8.55 -1.36
C 3.70 6.85 -1.15
N 0.76 5.69 0.49
C 1.08 6.66 1.52
C 1.13 4.34 0.94
H -1.57 7.19 -0.20
H -1.88 7.80 -1.83
H -0.51 8.40 -0.94
H -1.63 4.80 -1.40
H -0.60 4.67 -2.84
H -1.97 5.77 -2.85
H 1.75 8.55 -2.42
H 2.92 9.17 -1.24
H 1.26 9.04 -0.78
H 3.93 6.94 -2.21
H 3.91 5.83 -0.84
H 4.37 7.51 -0.59
H 2.15 6.79 1.69
H 0.62 6.33 2.45
H 0.64 7.63 1.29
H 2.22 4.23 1.04
H 0.78 3.60 0.21
H 0.67 4.09 1.90
Cl -5.77 0.12 2.23
Cs -1.86 -8.83 -3.23
C 5.28 1.98 -1.83
Br 6.74 0.80 -2.29
Br 3.62 1.43 -2.63
Br 5.05 2.16 0.05
H 5.52 2.96 -2.23
Be 6.99 3.02 -4.23
C -8.20 -2.73 -1.31
C -6.68 -2.73 -1.28
O -6.14 -2.28 -0.05
C -6.48 -3.03 1.11
C -6.04 -4.48 1.04
H -8.59 -1.73 -1.10
H -8.56 -3.04 -2.30
H -8.63 -3.41 -0.58
H -6.31 -2.03 -2.03
H -6.29 -3.72 -1.54
H -7.55 -2.95 1.31
H -5.97 -2.53 1.93
H -6.53 -5.02 0.23
H -6.29 -4.99 1.98
H -4.96 -4.54 0.88
O -2.60 2.76 -2.79
S -3.70 1.82 -2.66
O -4.86 2.21 -3.46
O -4.20 1.78 -1.22
O -3.25 0.45 -2.98
Na -0.63 -1.44 -5.11
*
```

Results
**Calculated total energy**: -348516.18447 eV
**F_max**: 6.418 eV/Å
**Orbital gap**: 3.44 eV



Record 3
A cluster of 11 separate species, C33H56Br24N2O2S in total. Source: the Open Molecules 2025 dataset; level of theory: ωB97M-V with the def2-TZVPD basis set.

Structure (ORCA input):
```
! wB97M-V def2-TZVPD RIJCOSX def2/J DEFGRID3
* xyz 0 1
O -0.79 0.75 5.39
S -0.39 -0.35 6.37
O -1.65 -0.91 7.01
C 0.39 -1.73 5.36
C -0.20 -1.59 3.87
C -1.57 -2.34 3.59
C -2.15 -2.21 2.18
C -1.44 -1.39 1.02
N -2.12 -1.35 -0.25
C -1.38 -0.58 -1.24
C 0.00 0.09 -0.93
N 0.70 0.06 0.34
C -0.09 -0.69 1.29
C 0.51 -0.80 2.75
H 0.50 0.13 7.34
H 0.02 -2.75 5.76
H 1.53 -1.72 5.40
H -2.06 -2.95 4.44
H -3.15 -2.74 1.97
H -1.85 -0.46 -2.28
H 0.51 0.65 -1.80
H 1.50 -0.28 3.02
Br 2.79 -3.03 -1.25
C 3.69 -1.88 0.03
C 3.96 -2.61 1.33
Br 2.34 -2.75 2.40
H 3.07 -0.99 0.15
H 4.63 -1.60 -0.45
H 4.66 -2.04 1.95
H 4.35 -3.62 1.18
Br -2.28 -5.72 -3.38
C -1.15 -4.30 -4.09
C -0.17 -3.81 -3.05
Br -1.04 -2.67 -1.72
H -1.82 -3.51 -4.44
H -0.63 -4.74 -4.94
H 0.60 -3.19 -3.51
H 0.32 -4.63 -2.50
Br -4.20 -5.67 0.54
C -4.93 -7.46 0.29
C -4.41 -8.09 -0.97
Br -5.28 -7.36 -2.55
H -6.02 -7.36 0.30
H -4.61 -8.02 1.17
H -4.64 -9.16 -0.99
H -3.33 -7.95 -1.11
Br -0.28 2.02 0.20
C -0.72 3.44 1.48
C -1.35 4.63 0.80
Br -0.02 5.70 -0.13
H 0.21 3.68 2.01
H -1.42 2.97 2.18
H -1.80 5.30 1.54
H -2.11 4.35 0.07
Br -3.71 -1.65 -5.14
C -4.75 -3.28 -4.93
C -5.89 -3.33 -5.92
Br -7.35 -2.16 -5.37
H -5.08 -3.32 -3.89
H -4.05 -4.10 -5.12
H -6.33 -4.33 -5.95
H -5.61 -3.03 -6.92
Br 2.59 2.35 3.81
C 2.15 3.74 5.10
C 1.50 4.93 4.43
Br 2.82 6.02 3.50
H 3.07 3.99 5.63
H 1.45 3.27 5.80
H 1.05 5.59 5.17
H 0.74 4.65 3.70
Br 5.37 0.80 1.27
C 7.23 0.85 1.85
C 7.65 -0.47 2.44
Br 6.95 -0.69 4.25
H 7.32 1.69 2.54
H 7.80 1.07 0.95
H 8.74 -0.51 2.55
H 7.32 -1.33 1.86
Br -0.92 4.07 -3.82
C 1.02 4.17 -3.97
C 1.46 5.52 -4.48
Br 1.16 5.68 -6.40
H 1.33 3.34 -4.61
H 1.39 4.00 -2.96
H 2.53 5.65 -4.35
H 0.93 6.35 -4.01
Br -11.89 -1.00 -2.84
C -10.80 -0.22 -4.26
C -11.46 -0.39 -5.61
Br -11.24 -2.21 -6.27
H -9.82 -0.67 -4.19
H -10.73 0.84 -4.00
H -10.97 0.24 -6.35
H -12.53 -0.18 -5.60
Br -1.31 -7.22 -7.63
C -1.20 -5.92 -9.08
C -0.47 -4.67 -8.64
Br -1.61 -3.54 -7.53
H -2.22 -5.73 -9.42
H -0.65 -6.43 -9.88
H -0.21 -4.05 -9.51
H 0.43 -4.88 -8.07
Br 1.47 7.77 7.29
C 1.58 9.08 5.85
C 2.31 10.32 6.30
Br 1.18 11.44 7.42
H 0.56 9.27 5.52
H 2.12 8.57 5.05
H 2.57 10.94 5.44
H 3.22 10.10 6.86
Br 9.43 4.42 6.38
C 9.16 2.70 5.52
C 10.03 2.56 4.29
Br 9.31 3.58 2.79
H 8.10 2.61 5.30
H 9.44 1.96 6.27
H 10.05 1.52 3.95
H 11.06 2.90 4.45
*
```

Results
**Calculated total energy**: -1734049.17627 eV
**F_max**: 7.146 eV/Å
**Orbital gap**: 6.84 eV



Record 4
A structure of composition C33H56BrIN8O6PS2. Source: the Open Molecules 2025 dataset; level of theory: ωB97M-V with the def2-TZVPD basis set.

Structure (ORCA input):
```
! wB97M-V def2-TZVPD RIJCOSX def2/J DEFGRID3
* xyz 1 1
C 3.66 5.27 4.03
C 4.57 5.58 2.67
C 4.34 4.29 1.67
C 2.73 4.29 1.20
N 2.69 3.84 -0.18
N 1.70 2.93 -0.63
C 0.42 3.74 -0.53
C -0.96 3.10 -1.09
N -2.12 3.81 -0.35
C 1.67 1.62 0.15
S 0.45 1.56 1.64
C 3.04 1.12 0.88
C 2.95 1.14 2.56
N 2.86 -0.06 3.28
C 1.11 0.32 -0.72
N 0.73 0.64 -2.14
C 0.07 -0.56 -2.68
C -1.59 -0.45 -2.74
C -2.34 -0.81 -1.33
C -2.15 -2.34 -0.79
C -2.65 -2.31 0.81
O -2.16 -3.46 1.59
C -2.50 -3.28 3.04
C -2.07 -4.37 4.22
O -3.22 -2.22 3.49
C 1.84 1.30 -2.85
C 1.48 1.50 -4.47
C -0.02 1.87 -4.92
O -0.75 2.96 -4.70
I -1.16 0.46 -6.24
P 3.39 0.12 -3.08
O 2.95 -1.34 -3.63
O 4.27 -0.30 -1.67
O 4.44 0.67 -4.41
C 2.21 2.70 -2.07
S 1.89 4.16 -3.26
Br 4.26 2.91 -2.00
H 2.60 5.75 3.80
H 3.58 4.09 4.15
H 4.09 5.77 4.99
H 4.13 6.55 2.14
H 5.72 5.75 2.93
H 4.68 3.27 2.12
H 4.93 4.48 0.67
H 2.16 3.75 2.04
H 2.42 5.44 1.32
H 2.58 4.77 -0.68
H 0.47 4.82 -1.03
H 0.13 4.08 0.58
H -1.09 3.43 -2.20
H -1.14 1.96 -0.87
H -2.98 3.74 -0.95
H -2.31 3.24 0.52
H 0.08 0.23 1.90
H 3.32 -0.03 0.70
H 4.01 1.72 0.64
H 3.00 2.11 3.20
H 2.82 0.16 4.31
H 1.85 -0.58 -0.76
H 0.12 -0.16 -0.25
H 0.27 -1.49 -1.96
H 0.38 -0.94 -3.74
H -1.83 0.66 -3.10
H -2.04 -1.19 -3.57
H -2.04 -0.02 -0.50
H -3.51 -0.63 -1.49
H -1.05 -2.73 -0.75
H -2.79 -3.10 -1.42
H -2.13 -1.35 1.28
H -3.81 -2.13 0.92
H -3.01 -4.98 4.64
H -1.66 -3.77 5.16
H -1.27 -5.16 3.86
H 1.61 0.40 -4.94
H 2.35 2.07 -5.06
H 4.82 -1.13 -1.91
H 5.36 0.67 -4.00
H 2.80 5.20 -2.99
N -2.28 0.08 4.78
C -3.10 1.01 5.36
C -2.31 2.02 5.85
C -0.97 1.69 5.56
C -0.98 0.49 4.89
H -2.58 -0.78 4.34
H -4.17 0.87 5.37
H -2.67 2.90 6.37
H -0.09 2.27 5.81
H -0.17 -0.11 4.50
N -1.10 -1.46 -9.71
C -0.44 -1.84 -10.85
C -1.09 -2.93 -11.39
C -2.19 -3.22 -10.54
C -2.17 -2.29 -9.52
H -0.84 -0.69 -9.11
H 0.44 -1.30 -11.19
H -0.81 -3.45 -12.29
H -2.91 -4.01 -10.66
H -2.82 -2.16 -8.67
N -4.27 -7.80 5.63
C -3.30 -8.73 5.91
C -3.33 -8.98 7.27
C -4.35 -8.17 7.82
C -4.92 -7.45 6.79
H -4.47 -7.42 4.71
H -2.68 -9.13 5.13
H -2.69 -9.67 7.80
H -4.65 -8.12 8.86
H -5.72 -6.73 6.78
*
```

Results
**Calculated total energy**: -168414.86980 eV
**F_max**: 8.588 eV/Å
**Orbital gap**: 5.85 eV